Computed, not measured: C41H49CaCl3NO2S as an isolated structure, with ωB97M-V/def2-TZVPD.

```
98
Properties=species:S:1:pos:R:3:forces:R:3
Ca 0.841 -0.204 -0.091 1.7 -0.9 1.6
C -4.310 4.729 -0.666 0.0 0.0 -0.1
C -3.680 4.888 0.717 0.1 0.0 0.0
C -4.802 4.811 1.760 -0.1 0.0 0.1
C -3.017 6.273 0.785 0.0 0.0 0.0
C -2.643 3.799 1.008 0.1 0.0 0.0
C -2.313 2.840 0.060 -0.1 0.0 0.1
C -1.414 1.797 0.352 0.1 -0.2 -0.2
N -1.011 0.801 -0.480 -1.1 0.7 -0.3
C -1.338 0.646 -1.847 -0.1 0.3 0.2
C -2.600 0.857 -2.395 0.0 -0.2 0.0
C -2.864 0.589 -3.742 0.0 0.0 0.0
C -1.825 0.073 -4.500 0.0 -0.1 0.0
C -0.539 -0.184 -4.001 0.0 0.0 0.0
C -0.256 0.149 -2.662 0.1 0.1 0.0
O 0.943 0.006 -2.094 -0.6 0.5 -2.0
C 0.456 -0.852 -4.969 0.0 0.0 0.0
C -0.132 -2.202 -5.424 0.0 0.0 0.0
C 1.845 -1.146 -4.388 0.0 0.0 0.0
C 0.660 0.042 -6.202 0.0 0.1 0.0
C -4.243 0.807 -4.375 0.1 0.0 0.0
C -4.114 1.710 -5.609 0.0 0.1 -0.1
C -5.217 1.478 -3.407 0.0 0.0 0.1
C -4.847 -0.539 -4.805 0.0 0.0 0.0
C -0.803 1.832 1.649 0.1 0.0 -0.2
O 0.118 0.778 1.876 -0.5 0.0 0.7
C -1.007 2.852 2.564 0.1 0.1 0.1
C -1.994 3.793 2.238 -0.1 0.1 0.1
C -0.228 3.088 3.884 0.0 0.0 -0.1
C -1.055 2.644 5.099 -0.1 0.0 0.1
C 0.045 4.602 4.055 0.0 0.0 -0.1
C 1.158 2.426 3.924 0.1 0.0 0.0
H -5.054 5.517 -0.818 0.0 0.0 0.0
H -4.811 3.762 -0.769 0.0 0.1 0.0
H -3.564 4.811 -1.462 -0.1 0.0 0.1
H -5.563 5.573 1.554 0.0 -0.1 0.0
H -4.423 4.973 2.772 0.0 0.0 -0.1
H -5.281 3.827 1.733 0.0 0.1 0.0
H -3.753 7.059 0.577 0.1 -0.1 0.0
H -2.214 6.348 0.046 -0.1 0.0 0.1
H -2.585 6.462 1.770 0.0 0.0 -0.1
H -2.741 2.874 -0.929 0.0 0.0 0.1
H -3.399 1.166 -1.733 0.1 0.0 0.0
H -2.024 -0.169 -5.541 0.0 0.0 0.1
H -0.367 -2.823 -4.553 0.0 0.0 -0.1
H 0.593 -2.740 -6.047 -0.1 0.0 0.0
H -1.052 -2.075 -6.003 0.1 0.0 0.1
H 1.795 -1.824 -3.535 0.0 0.0 0.0
H 2.347 -0.242 -4.050 0.0 0.0 0.0
H 2.448 -1.617 -5.174 0.0 0.0 0.0
H -0.283 0.286 -6.696 0.0 0.0 0.0
H 1.305 -0.464 -6.930 0.0 0.0 0.0
H 1.141 0.981 -5.912 0.0 -0.1 0.0
H -3.698 2.681 -5.328 0.0 -0.1 0.0
H -5.096 1.872 -6.069 0.1 0.0 0.0
H -3.455 1.271 -6.363 0.0 0.0 0.1
H -4.830 2.441 -3.057 0.0 -0.1 0.0
H -5.416 0.853 -2.532 0.0 0.0 -0.1
H -6.171 1.657 -3.913 0.0 0.0 0.0
H -4.190 -1.059 -5.508 0.0 0.0 0.0
H -5.822 -0.395 -5.288 0.1 0.0 0.0
H -4.984 -1.189 -3.935 0.0 0.0 -0.1
H -2.232 4.566 2.958 0.0 0.0 0.0
H -2.067 3.051 5.037 0.1 0.0 0.0
H -0.589 3.013 6.019 0.0 0.0 0.0
H -1.138 1.559 5.187 0.0 0.1 0.0
H -0.843 5.152 4.372 0.0 0.0 -0.1
H 0.406 5.046 3.125 0.0 0.0 0.1
H 0.806 4.744 4.828 -0.1 0.0 0.0
H 1.141 1.342 3.857 0.1 0.3 0.1
H 1.643 2.689 4.869 0.0 0.0 -0.1
H 1.784 2.799 3.108 0.0 0.0 0.0
Cl 0.256 -2.805 -0.800 0.0 -0.4 -0.1
C 1.701 -3.765 -0.540 0.0 0.0 0.0
C 1.674 -5.011 -1.144 -0.1 0.0 -0.1
C 2.758 -5.858 -1.026 0.1 -0.1 0.0
C 3.859 -5.433 -0.301 0.1 0.0 0.0
C 3.865 -4.182 0.295 -0.1 0.0 0.0
Cl 5.305 -3.760 1.184 -0.1 0.1 0.0
C 2.782 -3.271 0.220 0.1 0.0 0.0
S 2.825 -1.721 1.034 0.2 -0.5 0.1
H 0.798 -5.303 -1.714 0.1 0.0 0.1
H 2.747 -6.834 -1.496 0.0 0.1 0.0
H 4.730 -6.068 -0.192 0.0 0.0 0.0
Cl -3.347 0.336 2.719 0.0 -0.1 0.1
C -2.546 -1.188 2.464 0.0 0.1 -0.1
C -3.347 -2.282 2.187 0.0 -0.1 0.0
C -2.773 -3.535 2.020 0.0 0.0 0.0
C -1.403 -3.687 2.137 0.1 0.0 0.0
C -0.610 -2.577 2.398 0.0 0.0 0.0
C -1.155 -1.304 2.550 0.1 0.1 0.0
C -0.226 -0.162 2.924 -0.6 0.0 -0.2
H -4.419 -2.144 2.110 0.1 0.0 0.0
H -3.406 -4.389 1.800 0.0 0.1 0.0
H -0.941 -4.659 2.003 0.0 0.1 0.0
H 0.470 -2.682 2.457 -0.1 0.0 0.0
H 0.716 -0.590 3.253 0.1 0.0 0.0
H -0.682 0.382 3.744 0.0 0.1 0.0
```
Positions in Å, forces in eV/Å.

The calculation puts the HOMO energy at -3.567 eV. The charge is -1. The orbital gap comes out at 5.97 eV. The calculation puts the total energy at -4253.5422 a.u. The calculation puts the energy above the lowest of the compared OMol25 structures with the same formula, charge and spin at 57.1 kJ/mol. The strongest force on any atom is 2.50 eV/A.

=====

Computed, not measured: a 2-piece molecular cluster, CH3FS2 overall, with ωB97M-V/def2-TZVPD.

```
7
Properties=species:S:1:pos:R:3:forces:R:3
C 0.228 -0.232 1.148 -2.7 -4.9 -0.5
F -0.616 0.303 -3.224 0.2 0.1 -0.1
S -1.325 0.076 0.339 0.8 1.4 -2.4
S 0.352 0.945 -2.117 -1.7 -0.8 1.8
H 0.925 0.401 0.813 2.7 2.3 -0.9
H 0.414 -1.328 0.861 0.5 1.7 0.7
H 0.021 -0.164 2.180 0.1 0.2 1.4
```
Positions in Å, forces in eV/Å.

The calculation puts the HOMO energy (alpha / beta) at -9.284 / -9.236 eV. The orbital gap (alpha / beta) comes out at 6.21 / 6.16 eV. The calculation puts the total energy at -935.9942 a.u. The calculation puts the energy above the lowest of the compared OMol25 structures with the same formula, charge and spin at 317.7 kJ/mol. The strongest force on any atom is 5.58 eV/A.

=====

Computed, not measured: a 10-piece molecular cluster, H21O10 overall, with ωB97M-V/def2-TZVPD.

```
31
Properties=species:S:1:pos:R:3:forces:R:3
O -0.460 1.796 1.544 -0.4 0.2 0.1
H -0.095 1.993 2.431 -0.5 -0.9 0.2
H 0.259 2.098 0.942 -0.3 -0.3 -0.9
O -0.300 -0.385 -3.285 0.0 -0.9 -2.9
H 0.046 -1.308 -3.352 0.0 0.5 0.8
H -0.423 -0.254 -4.285 0.0 0.5 2.1
O -1.056 -0.626 1.041 -1.1 1.5 -0.1
H -1.761 -0.668 0.310 0.6 0.2 0.2
H -0.929 0.543 1.287 0.9 -1.2 0.0
O -3.288 1.704 0.151 0.3 -0.4 1.1
H -3.378 1.174 0.976 -0.2 0.6 -0.8
H -2.435 2.150 0.284 -0.3 0.0 -0.1
O 1.196 2.695 -0.284 -1.6 -0.5 -0.7
H 1.764 3.142 0.303 1.6 1.0 0.7
H 1.697 2.114 -0.856 0.4 -0.2 0.0
O 0.548 -2.842 -2.371 0.2 0.9 0.0
H -0.203 -3.411 -2.485 -0.4 -0.7 0.0
H 1.327 -3.371 -2.205 0.1 -0.4 -0.1
O -2.270 -0.293 -1.297 -1.9 0.8 2.7
H -3.000 0.384 -1.331 1.3 -0.9 -0.3
H -1.863 -0.526 -2.097 0.7 0.0 -2.3
O 0.624 0.982 3.793 -0.5 0.8 -3.0
H 1.550 1.159 3.830 0.6 -0.3 1.3
H 0.089 0.698 4.496 0.1 -0.5 2.0
O 2.784 -1.815 1.121 0.2 0.9 -0.7
H 2.376 -2.549 1.547 -0.3 -0.9 0.6
O 1.141 -0.474 -0.443 0.2 0.2 2.5
H 0.718 -0.248 -1.248 0.1 -0.6 -1.8
H -0.240 -0.863 0.532 0.6 0.4 0.0
H 3.726 -1.866 1.280 0.2 -0.2 0.1
H 1.859 -1.135 -0.328 -0.6 0.5 -0.8
```
Positions in Å, forces in eV/Å.

The calculation puts the HOMO energy at -14.243 eV. The charge is +1. The orbital gap comes out at 11.56 eV. The calculation puts the total energy at -764.7611 a.u. The calculation puts the energy above the lowest of the compared OMol25 structures with the same formula, charge and spin at 59.6 kJ/mol. The strongest force on any atom is 3.42 eV/A.

=====

Computed, not measured: one molecule with the formula C5H11NO2S, with ωB97M-V/def2-TZVPD.

```
20
Properties=species:S:1:pos:R:3:forces:R:3
C -1.195 -0.899 1.215 2.4 0.2 -1.2
C -0.537 -0.182 -0.052 -0.7 -0.9 0.2
C -1.073 -0.982 -1.250 -1.2 1.4 -1.7
C 0.355 0.849 -0.144 -2.1 -2.0 1.8
C 0.861 1.536 -1.328 -1.9 -0.5 -3.0
S 0.847 1.627 1.416 -1.9 1.8 -0.4
N 1.628 0.484 2.271 -2.7 -1.4 1.0
O 1.680 2.762 1.135 1.2 -0.8 -0.4
O -0.361 1.995 2.099 -0.3 -1.0 0.5
H -1.267 -1.989 0.938 0.8 0.9 0.7
H -0.600 -0.640 2.124 -1.0 -0.7 -0.6
H -2.233 -0.666 1.277 -0.7 0.9 0.3
H -2.299 -0.982 -1.252 3.1 -0.4 0.2
H -0.586 -1.996 -1.237 -1.0 0.8 0.0
H -0.813 -0.493 -2.259 -0.3 -0.8 1.5
H 1.794 1.858 -1.024 2.4 0.8 -0.3
H 0.282 2.471 -1.582 0.4 -0.9 0.4
H 0.859 0.873 -2.297 0.3 1.2 2.0
H 2.547 0.652 2.437 3.5 0.8 0.0
H 1.222 0.203 3.179 -0.3 0.5 -1.0
```
Positions in Å, forces in eV/Å.

The calculation puts the HOMO energy at -9.338 eV. The orbital gap comes out at 9.94 eV. Its structure (SMILES) is CC(C)=C(C)S(N)(=O)=O. The calculation puts the total energy at -800.4581 a.u. The calculation puts the energy above the lowest of the compared OMol25 structures with the same formula, charge and spin at 261.3 kJ/mol. The strongest force on any atom is 3.58 eV/A.